(1)
Entry from OMol25: a single C3H3NO3 molecule in a non-equilibrium geometry (wB97M-V/def2-TZVPD).

Calculated values
2S+1: 1
HOMO energy (spin up / spin down) in Eh: -0.3204 / -0.3203
Lowest unoccupied orbital energy (spin up / spin down) in hartree: -0.004 / -0.004

Each line ends with the Löwdin charge.
Element x y z (Å)
C 3.5887 -0.2193 0.1390  -0.419
C 1.4071 0.2668 0.1237  -0.355
C -0.0386 -0.0050 0.0582  0.034
N 3.3202 1.1774 -0.4839  0.088
O 4.6189 -0.7939 0.2682  0.121
O 2.2657 -0.6687 0.3999  0.163
O 2.0095 1.2862 -0.4921  0.006
H -0.4942 0.3661 0.9996  0.100
H -0.1187 -1.1761 0.0323  0.145
H -0.4043 0.6112 -0.8083  0.117

Forces on atoms 1 to 6 (eV/Å):
C 0.003 4.983 -2.870
C 1.481 0.886 -2.309
C 0.013 -0.657 0.373
N 3.460 -3.895 1.533
O -0.973 -0.288 0.477
O 0.000 -0.395 1.050



(2)
Entry from OMol25: an isolated ion of composition C27H49BBrFN3O7S and charge +1 in a non-equilibrium geometry (wB97M-V/def2-TZVPD).

Calculated values
2S+1: 1
HOMO energy in Eh: -0.4332
Net charge: +1
Lowest unoccupied orbital energy in hartree: -0.095

Each line ends with the Löwdin charge.
Element x y z (Å)
C -0.2887 8.2556 0.0792  -0.052
C -0.1181 6.7971 -0.3316  -0.271
O 0.3754 6.6755 -1.6601  -0.143
C -0.0668 5.5176 -2.3294  -0.213
C 0.1981 4.2075 -1.5663  -0.178
C -1.0585 3.5234 -0.9815  -0.179
C -0.5944 2.4059 -0.0228  -0.177
C -1.4910 1.1538 -0.0366  -0.115
C -0.6758 -0.1547 -0.0641  -0.172
N 0.3564 -0.0947 0.9918  0.005
N -0.0775 0.2872 2.2842  0.163
C 1.2691 -1.3537 1.0628  -0.301
C 2.7086 -0.8269 1.2021  -0.105
C 2.9669 -0.0733 2.5240  -0.246
C 3.2122 1.4484 2.3319  -0.510
S 2.5693 2.3451 3.8116  0.725
N 0.9603 -2.0489 2.2852  0.183
C 1.6942 -2.9540 2.6425  -0.252
O 2.4656 -3.8168 2.9282  0.202
C 1.0653 -2.2251 -0.2114  -0.198
C 1.8889 -1.6732 -1.3957  -0.189
C 3.3034 -2.3033 -1.5455  -0.142
C 3.7259 -2.2505 -3.0361  -0.089
C 4.3536 -0.9234 -3.3321  -0.501
O 3.8295 -0.0687 -3.9891  0.141
O 5.6237 -0.7201 -2.8128  0.077
C -0.4356 -2.5896 -0.5030  -0.434
Br -0.6716 -3.0903 -2.4233  0.967
B -0.6921 -4.0316 0.2344  -0.542
C -0.9699 -5.4041 -0.5193  -0.054
O -0.6351 -4.1595 1.6077  0.106
C -1.5085 -1.4695 -0.0839  -0.310
C -2.6487 -1.3840 -1.1279  -0.176
C -3.9281 -0.5864 -0.7293  -0.144
C -4.3892 0.3546 -1.8546  -0.214
F -5.1896 -0.3569 -2.7136  -0.026
C -2.1767 -1.7162 1.2622  -0.144
O -3.2498 -2.6522 1.2107  0.007
C -3.4521 -3.3357 2.3829  -0.493
C -3.4997 -4.8395 2.3269  0.036
O -3.6218 -2.7686 3.4243  0.149
H -0.2134 8.8852 -0.8011  0.081
H 0.4864 8.5402 0.7858  0.071
H -1.2429 8.4048 0.5718  0.071
H 0.5517 6.2470 0.3322  0.111
H -1.0973 6.3101 -0.2815  0.103
H -1.1071 5.5927 -2.6644  0.130
H 0.5397 5.4760 -3.2306  0.121
H 0.9375 4.3131 -0.7747  0.108
H 0.6220 3.4901 -2.2710  0.114
H -1.5611 3.0562 -1.8276  0.111
H -1.7292 4.2229 -0.4946  0.108
H -0.4638 2.8213 0.9747  0.118
H 0.4093 2.1375 -0.3851  0.100
H -2.1952 1.1739 0.7882  0.113
H -2.0101 1.1671 -0.9847  0.095
H -0.2537 -0.1086 -1.0663  0.167
H 1.0184 0.6265 0.7009  0.138
H -1.0746 0.3836 2.3929  0.109
H 0.4186 1.0888 2.6576  0.069
H 3.4352 -1.6152 1.0492  0.127
H 2.9413 -0.1018 0.4175  0.113
H 3.8750 -0.4786 2.9633  0.124
H 2.1935 -0.1985 3.2698  0.063
H 2.6728 1.8694 1.4863  0.051
H 4.2761 1.6418 2.3015  0.069
H 2.4743 1.3606 4.7268  -0.123
H 1.5555 -3.1677 0.0488  0.141
H 1.4516 -1.8238 -2.3752  0.037
H 1.9656 -0.5858 -1.3312  0.112
H 3.3031 -3.3248 -1.1790  0.124
H 4.0312 -1.6832 -1.0317  0.093
H 2.9009 -2.4574 -3.7086  0.123
H 4.4501 -3.0514 -3.1743  0.131
H 5.5346 -0.0723 -2.1066  0.110
H -1.9182 -5.3946 -1.0522  0.068
H -1.0476 -6.2262 0.1962  0.070
H -0.1501 -5.6884 -1.1771  0.059
H -0.0847 -4.9247 1.8067  0.125
H -3.0286 -2.3809 -1.2974  0.103
H -2.3039 -0.9343 -2.0522  0.091
H -3.8496 0.0275 0.1624  0.096
H -4.7729 -1.2480 -0.5723  0.124
H -5.0158 1.1169 -1.3960  0.122
H -3.5482 0.8157 -2.3696  0.106
H -2.5886 -0.7625 1.6056  0.118
H -1.5051 -2.0079 2.0692  0.120
H -3.5622 -5.2094 1.3066  0.087
H -4.2944 -5.2284 2.9486  0.097
H -2.5533 -5.1950 2.7202  0.086

Forces on atoms 1 to 6 (eV/Å):
C 0.545 -0.334 0.115
C -0.529 -0.188 -0.239
O -0.197 0.256 0.112
C 0.949 -0.280 -0.050
C -0.830 -0.179 -0.047
C 0.935 -0.395 -0.127



(3)
Entry from OMol25: a single C7H9F molecule in a non-equilibrium geometry (wB97M-V/def2-TZVPD).

Calculated values
2S+1: 1
HOMO energy in Eh: -0.3350
Lowest unoccupied orbital energy in hartree: 0.039

Each line ends with the Löwdin charge.
Element x y z (Å)
F 2.3362 -0.9347 -0.6033  -0.007
C 1.6611 -0.0159 0.1722  -0.323
C 0.9647 1.1459 -0.5057  -0.079
C -0.2562 0.8639 0.4157  -0.198
C -1.5528 0.3885 -0.3218  -0.182
C -1.3771 -1.0361 -0.5587  -0.085
C -0.3526 -1.5441 0.1652  -0.054
C 0.4097 -0.5192 0.8712  -0.208
H 2.4486 0.3751 0.8928  0.163
H 1.4757 2.1285 -0.4904  0.117
H 0.7548 0.8833 -1.5378  0.117
H -0.4016 1.6422 1.2185  0.149
H -1.7462 1.0371 -1.2054  0.117
H -2.4656 0.5490 0.2993  0.120
H -2.1486 -1.6461 -1.0095  0.104
H -0.1807 -2.5868 0.2416  0.099
H 0.4307 -0.7306 1.9561  0.148

Forces on atoms 1 to 6 (eV/Å):
F -0.068 -0.131 -0.446
C 2.438 0.548 1.691
C -0.173 -0.177 -0.304
C -0.741 -0.216 0.507
C -0.630 2.844 0.287
C 0.887 -1.635 1.216



(4)
Entry from OMol25: C6H11NO as an isolated structure in a non-equilibrium geometry (wB97M-V/def2-TZVPD).

Calculated values
2S+1: 1
HOMO energy in Eh: -0.3136
Lowest unoccupied orbital energy in hartree: 0.028

Each line ends with the Löwdin charge.
Element x y z (Å)
C 1.5236 0.4259 1.0841  -0.059
C 1.2875 0.2946 -0.3718  -0.577
C 0.2899 1.2554 -0.9591  -0.127
C -1.6677 -0.3977 0.0278  -0.269
C -0.5784 -1.4496 0.2119  -0.177
C 0.5799 -0.9941 -0.7704  -0.243
H 0.9790 -0.8520 1.3465  0.150
H 2.9350 0.4648 1.6049  0.175
H 1.0631 1.6322 1.6710  0.161
H 0.2981 2.1958 -0.5666  0.061
H 0.0810 1.2139 -2.0313  0.117
H -1.4143 1.6188 0.5246  0.141
H -2.5978 -0.5551 -0.7292  0.132
H -2.3342 -0.1284 1.0253  0.147
H -0.8729 -2.3377 -0.4580  0.126
H -0.4068 -1.6577 1.3449  0.120
H -0.0029 -0.8796 -1.7896  0.175
N -1.1338 0.9460 -0.3346  -0.108
O 1.9718 -0.7954 -0.8302  0.056

Forces on atoms 1 to 6 (eV/Å):
C 1.264 -0.033 4.453
C -1.960 1.024 1.052
C -2.596 -1.560 -0.296
C -3.373 2.882 0.435
C 0.453 -2.598 -1.167
C -2.093 1.033 -0.288



(5)
Entry from OMol25: C6H6O2 as an isolated structure in a non-equilibrium geometry (wB97M-V/def2-TZVPD).

Calculated values
2S+1: 1
HOMO energy in Eh: -0.3491
Lowest unoccupied orbital energy in hartree: 0.032

Each line ends with the Löwdin charge.
Element x y z (Å)
C 0.5989 -0.3233 0.8343  -0.295
C -0.9733 -0.0902 0.7440  -0.063
C -0.7996 -1.3501 -0.0222  -0.159
C 0.4606 -0.8001 -0.6358  -0.188
C 0.1010 0.4648 -1.3721  -0.114
C -0.8625 1.0405 -0.4856  -0.335
H -1.6640 0.0508 1.6787  0.171
H -1.4759 -1.4394 -1.0016  0.168
H -0.6449 -2.3822 0.4376  0.159
H 1.1385 -1.4805 -1.2168  0.163
H -0.0044 0.5326 -2.5654  0.199
H -1.8089 1.4990 -0.6448  0.140
O 1.4445 -0.5635 1.7011  0.088
O 0.2192 1.7597 -0.5841  0.066

Forces on atoms 1 to 6 (eV/Å):
C 2.418 -0.828 2.432
C 1.125 2.190 1.809
C -2.916 -2.837 -4.302
C 3.213 -0.101 -0.407
C -1.193 0.494 -2.678
C -4.685 -2.580 2.685



(6)
Entry from OMol25: a 2-piece molecular cluster, C12H10Br2O overall in a non-equilibrium geometry (wB97M-V/def2-TZVPD).

Calculated values
2S+1: 1
HOMO energy in Eh: -0.3181
Lowest unoccupied orbital energy in hartree: 0.022

Each line ends with the Löwdin charge.
Element x y z (Å)
Br 2.6134 1.2208 1.9707  0.768
C 1.6595 1.2353 0.3476  -0.707
C 1.7777 0.1562 -0.5271  -0.127
C 1.0710 0.1670 -1.7295  -0.131
C 0.2578 1.2566 -2.0374  -0.716
Br -0.6962 1.2713 -3.6604  0.746
C 0.1396 2.3357 -1.1626  -0.128
C 0.8463 2.3249 0.0398  -0.126
H 2.4223 -0.6949 -0.2706  0.115
H 1.1539 -0.6756 -2.4287  0.114
H -0.5050 3.1868 -1.4191  0.111
H 0.7634 3.1675 0.7390  0.114
O -0.9532 0.8160 2.3299  0.018
C -0.9182 -0.2595 1.4785  -0.343
C -1.7130 -0.1908 0.3338  -0.030
C -1.7179 -1.2530 -0.5669  -0.094
C -0.9350 -2.3851 -0.3344  -0.109
C -0.1433 -2.4471 0.8111  -0.096
C -0.1325 -1.3875 1.7185  -0.053
H -0.3487 0.6315 3.0893  0.109
H -2.3234 0.7060 0.1644  0.129
H -2.3454 -1.1930 -1.4659  0.109
H -0.9423 -3.2199 -1.0476  0.105
H 0.4776 -3.3311 1.0072  0.109
H 0.4916 -1.4380 2.6204  0.113

Forces on atoms 1 to 6 (eV/Å):
Br 0.069 -0.028 0.194
C -0.323 0.082 -0.673
C 0.107 -0.056 0.018
C 0.042 -0.062 -0.104
C 0.376 0.034 0.536
Br -0.115 -0.027 -0.124



Number 1: total energy -396.4819 Ha. Number 2: total energy -4845.7742 Ha. Number 3: total energy -371.9392 Ha. Number 4: total energy -364.8547 Ha. Number 5: total energy -382.5441 Ha. Number 6: total energy -5686.5469 Ha.